Entry 1:
{
  "formula": "C34H37BN3",
  "method": "wB97M-V/def2-TZVPD",
  "species": ["C", "C", "N", "B", "H", "C", "C", "C", "C", "C", "H", "H", "H", "H", "H", "H", "H", "H", "H", "H", "H", "C", "N", "C", "C", "C", "C", "C", "C", "C", "C", "C", "C", "C", "C", "C", "C", "C", "N", "C", "C", "C", "C", "C", "C", "C", "C", "C", "C", "C", "H", "H", "H", "H", "H", "H", "H", "H", "H", "H", "H", "H", "H", "H", "H", "H", "H", "H", "H", "H", "H", "H", "H", "H", "H"],
  "coordinates": [[-0.1763, 4.2718, -4.9828], [-0.9623, 4.9388, -3.8966], [-0.8050, 4.3547, -2.6892], [0.1293, 3.2217, -2.8190], [0.0368, 0.6014, -0.0628], [-1.4401, 4.7079, -1.5602], [-1.2662, 3.9345, -0.2670], [-2.2845, 5.7906, -1.6639], [-2.4723, 6.4656, -2.8764], [-1.7970, 6.0291, -4.0215], [-0.2688, 4.7597, -5.9540], [0.9011, 4.2279, -4.7103], [-0.4840, 3.2143, -5.1157], [-0.4575, 2.2620, -3.0835], [1.2030, 3.4630, -2.4050], [-1.8659, 4.4487, 0.5018], [-1.6366, 2.8967, -0.2938], [-0.2427, 3.8910, 0.1416], [-2.7827, 6.0487, -0.7265], [-3.1371, 7.3119, -2.8788], [-1.9056, 6.5002, -4.9777], [5.2140, -2.6128, 2.7295], [5.0423, -1.8790, 1.4922], [5.8596, -2.2409, 0.4042], [6.1913, -3.6052, 0.2255], [7.0198, -3.9776, -0.8343], [7.3705, -3.0191, -1.8042], [7.0865, -1.6572, -1.6014], [6.3996, -1.2604, -0.4536], [4.0392, -0.9334, 1.4113], [3.6807, -0.3430, 0.1746], [2.4757, 0.3286, 0.0575], [1.6327, 0.4719, 1.1688], [0.2188, 0.9328, 0.9378], [-0.9390, 0.3106, 1.7173], [-2.2233, 0.8760, 1.6159], [-3.3616, 0.1077, 1.7965], [-3.2287, -1.2453, 2.1709], [-4.3906, -2.0245, 2.3293], [-4.4053, -2.8342, 3.5406], [-5.1601, -2.4071, 1.2379], [-5.9208, -3.5980, 1.3115], [-6.5478, -4.0934, 0.1708], [-6.3655, -3.4547, -1.0714], [-5.6403, -2.2490, -1.1445], [-5.0769, -1.7078, 0.0124], [-1.9701, -1.8491, 2.3342], [-0.8393, -1.0763, 2.0601], [2.0527, -0.0110, 2.4284], [3.2343, -0.7217, 2.5637], [5.4073, -1.9349, 3.5679], [4.3374, -3.2276, 2.9579], [6.0849, -3.2601, 2.6120], [5.7799, -4.3512, 0.9131], [7.3603, -5.0110, -0.9033], [7.8912, -3.3294, -2.7114], [7.3902, -0.8918, -2.3187], [6.2250, -0.2003, -0.2407], [4.2907, -0.4197, -0.7337], [2.1463, 0.7365, -0.9005], [0.1630, 2.0174, 1.0008], [-2.3518, 1.8861, 1.2526], [-4.3538, 0.5228, 1.5888], [-5.4417, -2.9851, 3.8653], [-3.8993, -3.8039, 3.4030], [-3.8703, -2.2573, 4.3049], [-5.9728, -4.1535, 2.2467], [-7.1739, -4.9878, 0.2431], [-6.7839, -3.8901, -1.9873], [-5.5107, -1.7239, -2.0965], [-4.5428, -0.7619, -0.0508], [-1.9212, -2.9242, 2.5655], [0.1088, -1.5903, 1.9705], [1.4085, 0.1630, 3.2954], [3.4945, -1.1888, 3.5149]],
  "mulliken_charge": [-1.4252, 0.9382, 0.1596, 0.2402, 0.4433, 1.0480, -1.6143, -0.6863, -0.3522, -0.9879, 0.4355, 0.3311, 0.3628, 0.0107, 0.0105, 0.3715, 0.3462, 0.4148, 0.4062, 0.4521, 0.4632, -1.5072, 0.1148, 0.4639, -0.4556, -0.6691, -0.4920, -0.6047, -0.4605, 1.4984, -0.6731, -1.4202, 0.3471, -0.2522, 0.6821, -0.4697, -0.4606, -0.6257, 0.1507, -1.4231, 1.1875, -0.5699, -0.6673, -0.4975, -0.6460, -0.3722, -0.5435, -0.5972, -0.7777, -0.6998, 0.3311, 0.4256, 0.5563, 0.4888, 0.3743, 0.3645, 0.3620, 0.6825, 0.4839, 0.3523, 0.3315, 0.2143, 0.6424, 0.4277, 0.4391, 0.3813, 0.3244, 0.3616, 0.3407, 0.3429, 0.3713, 0.3353, 0.3343, 0.4917, 0.3128],
  "charge": 1,
  "gap_ev": 4.895,
  "total_energy_ev": -40997.277,
  "mol_weight_g_mol": 498.50,
  "spin_multiplicity": 1
}

=====

Entry 2:
{
  "formula": "C34H37FN6O5OsS2",
  "method": "wB97M-V/def2-TZVPD",
  "species": ["Os", "C", "C", "N", "C", "C", "C", "S", "N", "C", "O", "C", "C", "C", "C", "C", "C", "H", "H", "H", "H", "H", "H", "H", "H", "H", "H", "H", "H", "H", "H", "H", "O", "N", "C", "C", "C", "C", "C", "S", "H", "H", "H", "H", "F", "C", "C", "C", "C", "O", "C", "C", "N", "C", "C", "C", "C", "C", "C", "N", "C", "C", "N", "C", "C", "C", "O", "O", "H", "H", "H", "H", "H", "H", "H", "H", "H", "H", "H", "H", "H", "H", "H", "H", "H", "H"],
  "coordinates": [[0.6472, -0.7167, -0.5482], [5.5282, 1.8881, -1.5566], [5.3184, 1.9086, -0.0509], [3.8934, 1.9006, 0.2977], [3.2897, 3.2166, 0.5093], [3.4169, 3.6854, 1.9496], [3.2069, 0.7630, 0.3599], [1.5512, 0.8318, 0.9368], [3.9214, -0.3389, 0.0358], [3.4146, -1.5552, -0.0052], [2.2095, -1.9056, 0.1888], [4.3685, -2.6703, -0.2790], [5.7441, -2.4940, -0.1698], [6.6037, -3.5488, -0.4337], [6.0942, -4.7814, -0.8204], [4.7220, -4.9578, -0.9424], [3.8606, -3.9073, -0.6683], [6.5935, 1.8974, -1.7899], [5.0699, 2.7586, -2.0287], [5.0826, 0.9877, -1.9772], [5.7411, 2.8129, 0.3889], [5.7940, 1.0499, 0.4148], [2.2447, 3.1640, 0.2135], [3.7973, 3.9046, -0.1694], [2.8499, 3.0304, 2.6108], [3.0262, 4.6981, 2.0505], [4.4587, 3.6905, 2.2747], [6.1243, -1.5247, 0.1216], [7.6733, -3.4083, -0.3473], [6.7676, -5.6005, -1.0384], [4.3278, -5.9123, -1.2689], [2.7887, -4.0169, -0.7743], [1.7112, 0.1344, -2.0592], [0.9697, 0.2065, -3.1872], [1.6264, 0.0812, -4.3542], [0.9563, 0.1948, -5.5408], [-0.4196, 0.4361, -5.5108], [-1.0658, 0.5489, -4.3048], [-0.3636, 0.4177, -3.1014], [-1.0727, 0.4847, -1.5264], [2.6825, -0.1138, -4.2503], [1.4965, 0.0828, -6.4685], [-0.9785, 0.5144, -6.4333], [-2.1323, 0.7110, -4.2463], [0.4345, -2.9000, 5.7322], [0.3105, -3.6359, 4.6053], [0.1140, -2.9966, 3.4156], [-0.0572, -3.7421, 2.2484], [-0.2587, -3.0413, 0.9827], [-0.3392, -1.7953, 0.9946], [-0.3859, -3.8608, -0.1794], [-0.3376, -5.2095, -0.0394], [-0.1266, -5.8649, 1.1304], [0.0414, -7.2996, 1.1331], [1.4099, -7.8587, 1.4068], [0.8246, -7.9360, 0.0288], [0.0060, -5.1400, 2.3016], [0.2195, -5.7706, 3.5335], [0.3660, -5.0332, 4.6934], [0.5763, -5.7329, 5.9177], [1.2442, -5.0761, 7.0336], [1.6445, -6.1675, 8.0495], [1.5690, -7.4917, 7.3493], [0.1394, -7.8371, 7.0392], [-0.4989, -6.5923, 6.3925], [-0.4717, -3.3298, -1.6028], [-1.0919, -3.9787, -2.4235], [0.2427, -2.2862, -1.8366], [0.0777, -1.9163, 3.3605], [-0.4799, -5.8312, -0.9129], [-0.8164, -7.8418, 1.5143], [1.4818, -8.7647, 1.9933], [2.2043, -7.1403, 1.5615], [0.4732, -8.8896, -0.3362], [1.2522, -7.2924, -0.7267], [0.2905, -6.8481, 3.5839], [0.6156, -4.3442, 7.5460], [2.1274, -4.5595, 6.6632], [0.9587, -6.2250, 8.8925], [2.6546, -6.0321, 8.4274], [2.0243, -8.2325, 7.8796], [2.0462, -7.3808, 6.4503], [-0.3394, -8.1154, 7.9756], [0.1545, -8.6987, 6.3747], [-1.1342, -6.0702, 7.1188], [-1.1312, -6.8929, 5.5623]],
  "mulliken_spin": [0.8219, 0.0000, -0.0005, 0.0039, 0.0011, 0.0000, -0.0057, 0.0520, 0.0088, 0.0057, -0.0106, 0.0083, -0.0005, 0.0013, -0.0010, 0.0010, -0.0031, 0.0000, 0.0000, 0.0001, -0.0002, 0.0003, 0.0021, -0.0003, 0.0012, -0.0001, -0.0002, 0.0002, 0.0000, -0.0001, 0.0001, -0.0024, 0.0141, 0.0142, -0.0088, 0.0108, -0.0070, 0.0177, -0.0063, 0.0583, -0.0007, 0.0008, -0.0006, 0.0009, -0.0001, 0.0022, -0.0004, -0.0241, 0.0303, 0.0005, -0.0150, -0.0015, -0.0001, 0.0002, -0.0002, -0.0001, 0.0003, 0.0041, -0.0013, 0.0004, -0.0001, -0.0001, 0.0000, 0.0001, -0.0001, 0.0044, 0.0006, 0.0202, 0.0016, 0.0012, 0.0001, 0.0000, 0.0000, 0.0000, 0.0000, 0.0004, 0.0001, 0.0000, 0.0000, 0.0000, 0.0000, 0.0000, 0.0000, 0.0000, 0.0000, 0.0000],
  "charge": 1,
  "e_above_lowest_ev": 0.561,
  "gap_ev": [5.240, 5.373],
  "total_energy_ev": -81886.205,
  "mol_weight_g_mol": 883.07,
  "spin_multiplicity": 2
}

=====

Entry 3:
{
  "formula": "C34H37NO9",
  "method": "wB97M-V/def2-TZVPD",
  "species": ["C", "C", "O", "C", "C", "C", "C", "C", "C", "C", "C", "O", "C", "C", "C", "C", "O", "C", "O", "C", "C", "C", "C", "N", "C", "C", "C", "O", "H", "H", "H", "H", "H", "H", "H", "H", "H", "H", "H", "H", "H", "H", "H", "H", "H", "H", "H", "H", "H", "H", "H", "H", "H", "H", "H", "H", "H", "C", "C", "C", "O", "C", "C", "C", "O", "H", "H", "H", "H", "C", "C", "C", "O", "C", "C", "C", "O", "H", "H", "H", "H"],
  "coordinates": [[-6.8530, 2.8025, 1.6577], [-6.0136, 3.3115, 0.3181], [-4.9902, 2.2866, 0.0589], [-3.8864, 2.8459, -0.7512], [-2.7182, 1.6910, -1.0196], [-3.3700, 0.3131, -1.7068], [-2.4765, -0.1671, -3.0138], [-1.5467, -1.5168, -2.6977], [0.0474, -1.0491, -2.5261], [0.7720, -0.3407, -3.6563], [2.3512, 0.1597, -3.5042], [3.1417, 0.1142, -4.5794], [2.8179, 0.6328, -1.9868], [3.9598, 1.8213, -1.7030], [4.6059, 2.5287, -3.0332], [5.1555, 4.0572, -2.8127], [4.3918, 4.8647, -1.8493], [2.9904, 5.0498, -2.2562], [2.5671, 5.5067, -3.4419], [4.3423, 2.1369, -0.1402], [3.5749, 1.3307, 1.0978], [3.8894, 1.6465, 2.6957], [4.0291, 3.2949, 2.9181], [3.1729, 3.7766, 4.0917], [2.4286, 0.1480, 0.8284], [2.0534, -0.1716, -0.7354], [0.9011, -1.3219, -1.1166], [0.6530, -2.3885, -0.3081], [-7.9742, 2.6615, 1.2965], [-6.4017, 1.7807, 2.0565], [-6.7755, 3.6397, 2.4714], [-5.4641, 4.3363, 0.5176], [-6.7148, 3.4187, -0.6310], [-3.4573, 3.7998, -0.1842], [-4.2873, 3.2539, -1.7874], [-1.9051, 2.1855, -1.7042], [-2.2298, 1.4838, 0.0328], [-4.4307, 0.6523, -2.1330], [-3.5593, -0.5333, -0.9193], [-1.8020, 0.7413, -3.3708], [-3.2043, -0.4831, -3.8737], [-1.6994, -2.3372, -3.5190], [-1.9069, -1.9170, -1.6463], [0.1735, -0.1683, -4.6471], [3.8335, 2.5451, -3.9246], [5.5109, 1.8530, -3.4117], [6.3247, 4.0383, -2.6086], [5.0407, 4.6051, -3.8673], [2.1636, 4.8232, -1.4261], [5.1648, 2.9387, 0.1124], [4.8145, 1.0585, 3.1137], [2.8913, 1.3514, 3.2778], [5.1535, 3.5544, 3.1233], [3.6740, 3.8809, 1.9407], [2.9186, 4.7928, 3.9841], [3.7801, 3.7571, 4.9648], [1.9043, -0.4281, 1.7321], [-1.3087, -5.7172, -0.8848], [-1.6285, -5.0590, -2.0032], [-2.7728, -5.4766, -2.8371], [-3.0650, -4.8760, -3.8620], [-3.5504, -6.6480, -2.3867], [-3.2306, -7.3061, -1.2683], [-2.0864, -6.8886, -0.4343], [-1.7941, -7.4892, 0.5906], [-0.4721, -5.4245, -0.2620], [-1.0684, -4.1975, -2.3466], [-4.3870, -6.9406, -3.0094], [-3.7907, -8.1676, -0.9249], [1.7135, -1.3832, 5.3717], [0.7572, -1.8156, 6.1993], [-0.0585, -3.0022, 5.8739], [-0.9353, -3.3975, 6.6298], [0.2245, -3.6930, 4.6001], [1.1808, -3.2606, 3.7726], [1.9965, -2.0740, 4.0979], [2.8733, -1.6787, 3.3420], [2.3203, -0.5142, 5.5949], [0.5380, -1.3203, 7.1376], [-0.3823, -4.5621, 4.3770], [1.4001, -3.7560, 2.8343]],
  "mulliken_charge": [-0.8085, -0.2787, -0.2740, -0.6451, -0.4564, -0.4397, -0.5369, -0.6548, 0.5193, -0.6421, 0.1069, -0.5691, -0.0769, 0.3848, -0.3699, -0.5516, -0.2999, 0.2493, -0.5028, -0.4270, 0.3782, -0.1881, -0.2754, -0.6716, -0.6303, 0.3120, 0.2536, -0.5175, 0.2373, 0.2488, 0.2535, 0.2389, 0.2589, 0.3661, 0.2804, 0.2441, 0.2293, 0.2543, 0.2401, 0.3135, 0.3289, 0.3263, 0.2490, 0.3580, 0.2637, 0.3652, 0.3021, 0.3527, 0.3075, 0.2376, 0.3359, 0.1471, 0.1954, 0.2686, 0.2477, 0.2413, -0.0915, -0.3697, -0.1972, 0.4267, -0.5619, -0.3642, -0.4003, 0.3340, -0.5544, 0.5230, 0.3333, 0.4123, 0.4085, -0.3856, -0.3841, 0.3491, -0.5531, -0.3737, -0.2683, 0.4777, -0.5587, 0.4211, 0.4060, 0.4320, 0.4588],
  "charge": 0,
  "e_above_lowest_ev": 17.853,
  "gap_ev": 7.008,
  "total_energy_ev": -55754.160,
  "mol_weight_g_mol": 603.67,
  "smiles": "CCOCCCCCC1=CC(=O)c2c(CCOC=O)cc(CCN)cc2C1=O.O=C1C=CC(=O)C=C1.O=C1C=CC(=O)C=C1",
  "spin_multiplicity": 1
}